Computed, not measured: C5H8N as an isolated structure in a non-equilibrium geometry, with ωB97M-V/def2-TZVPD.

Its energy above the lowest of the compared OMol25 structures with the same formula, charge and spin is 5.1600 eV. Its gap between HOMO and LUMO is 0.4486 Ha. The total charge is +1. For the energy, the calculation gives -249.635519 Ha.

Cartesian coordinates (Å):
N1 0.031 0.523 0.829
C1 -1.498 -0.809 -0.556
C2 1.065 0.003 -0.688
C3 1.162 -0.449 0.772
C4 1.426 0.918 0.436
C5 -0.416 0.278 -0.647
H1 -1.587 -1.055 0.524
H2 -0.672 1.033 1.713
H3 1.709 -0.174 -1.483
H4 -2.522 -0.463 -0.858
H5 -1.111 -1.673 -1.086
H6 2.012 1.846 0.715
H7 1.292 -1.164 1.496
H8 -0.891 1.184 -1.166

---

Computed, not measured: C7H11F2N in the gas phase in a non-equilibrium geometry, with ωB97M-V/def2-TZVPD.

Its gap between HOMO and LUMO (alpha / beta) is 0.2419 / 0.2389 Ha. Its expectation value of S² is 2.0052. The multiplicity is 3. For the energy, the calculation gives -527.540400 Ha.

Cartesian coordinates (Å):
F1 3.101 0.270 -0.144
F2 2.820 -0.883 -1.938
N1 1.791 2.214 -2.517
C1 0.830 1.300 1.190
C2 0.111 -1.171 -1.751
C3 -1.201 -0.081 0.764
C4 0.033 0.553 0.120
C5 2.200 0.039 -1.141
C6 1.987 1.266 -1.914
C7 0.875 -0.527 -0.592
H1 0.165 1.952 1.752
H2 -0.240 -0.410 -2.446
H3 -0.302 1.277 -0.632
H4 -0.744 -1.723 -1.375
H5 1.158 -1.300 0.133
H6 -1.878 -0.488 0.019
H7 1.608 1.922 0.754
H8 -0.909 -0.878 1.445
H9 -1.744 0.670 1.331
H10 1.292 0.603 1.885
H11 0.745 -1.869 -2.293

---

Computed, not measured: C38H83AlBN4O9P2 as an isolated structure in a non-equilibrium geometry, with ωB97M-V/def2-TZVPD.

Its gap between HOMO and LUMO (alpha / beta) is 0.2201 / 0.2026 Ha. The total charge is -1. Its expectation value of S² is 6.0166. The multiplicity is 5. For the energy, the calculation gives -3343.752432 Ha.

Cartesian coordinates (Å):
P1 3.861 -3.402 1.522
P2 0.560 -5.473 0.841
Al1 2.754 -5.019 0.171
O1 3.496 -3.632 3.155
O2 -4.880 3.011 1.964
O3 3.634 -1.968 1.068
O4 6.032 -3.790 -3.296
O5 5.130 -6.881 -0.257
O6 5.536 -3.705 1.279
O7 1.665 1.578 5.069
O8 -7.633 -0.066 -1.640
O9 0.389 -5.137 2.532
N1 -4.635 4.270 2.213
N2 1.018 1.716 3.939
N3 6.582 -2.977 -4.159
N4 -6.428 0.236 -2.053
C1 0.666 0.595 1.727
C2 -7.462 0.157 -4.320
C3 1.040 3.152 3.565
C4 8.057 -1.625 -2.607
C5 -0.192 3.446 2.666
C6 -3.963 3.429 4.457
C7 9.288 -2.329 -3.171
C8 -5.446 -0.250 -1.046
C9 6.820 -0.553 -4.580
C10 -4.769 4.475 3.680
C11 1.671 -0.664 3.530
C12 -5.498 5.099 1.333
C13 -6.151 -1.805 -3.471
C14 -5.921 -0.034 0.399
C15 -6.941 5.252 1.861
C16 -4.814 6.479 1.124
C17 2.949 2.595 1.889
C18 -4.157 0.614 -1.151
C19 2.973 1.186 2.468
C20 -4.157 5.824 4.113
C21 3.387 -7.948 1.470
C22 7.447 -5.069 -5.199
C23 -5.622 4.520 -0.089
C24 0.857 4.084 4.775
C25 7.783 -3.653 -4.716
C26 2.356 3.588 2.886
C27 8.294 -2.933 -5.982
C28 -5.000 -2.289 -2.599
C29 -0.539 -4.276 -0.140
C30 -5.049 0.332 -4.138
C31 1.589 0.750 2.954
C32 5.618 -1.269 -2.577
C33 -6.233 4.440 4.128
C34 -6.283 -0.279 -3.442
C35 6.793 -1.664 -3.493
C36 -7.081 5.452 3.368
C37 8.925 -3.712 -3.697
C38 -5.135 -1.757 -1.176
B1 3.887 -6.787 0.460
H1 -7.083 -2.270 -3.134
H2 0.713 5.111 4.431
H3 8.305 -5.509 -5.708
H4 2.830 -4.452 -1.313
H5 7.506 -2.855 -6.734
H6 -3.114 5.900 3.801
H7 2.391 2.623 0.949
H8 1.059 -0.177 1.064
H9 5.561 -1.884 -1.680
H10 7.828 -2.096 -1.645
H11 -5.092 1.423 -4.129
H12 6.875 -0.941 -5.595
H13 5.899 0.033 -4.571
H14 -6.747 -0.692 0.671
H15 -5.936 -2.326 -0.693
H16 7.184 -5.738 -4.379
H17 -4.691 6.692 3.729
H18 -6.648 3.438 3.984
H19 5.807 -6.465 0.273
H20 1.727 4.088 5.432
H21 2.289 -8.012 1.496
H22 -4.185 5.915 5.200
H23 -4.363 2.422 4.345
H24 0.095 -3.828 -0.927
H25 4.664 -1.343 -3.100
H26 3.334 0.485 1.713
H27 -0.341 0.294 2.028
H28 9.752 -1.720 -3.953
H29 -2.922 3.420 4.128
H30 3.969 2.902 1.641
H31 -4.386 6.563 0.123
H32 -6.236 0.998 0.565
H33 6.614 -5.051 -5.905
H34 -1.366 -4.821 -0.633
H35 -4.642 4.305 -0.518
H36 -3.968 3.652 5.524
H37 -4.999 -3.382 -2.575
H38 -6.215 3.605 -0.116
H39 3.794 -7.719 2.476
H40 -0.501 -5.424 2.725
H41 -5.010 0.011 -5.180
H42 9.806 -4.169 -4.157
H43 -7.433 6.077 1.341
H44 0.074 4.027 1.781
H45 -0.707 2.548 2.332
H46 -4.136 1.254 -2.030
H47 -8.402 -0.306 -4.018
H48 -7.590 1.241 -4.289
H49 -4.225 -1.990 -0.618
H50 -5.514 7.307 1.254
H51 -4.078 1.311 -0.314
H52 -0.017 3.802 5.367
H53 -6.122 5.242 -0.737
H54 5.742 -0.236 -2.246
H55 -5.995 -2.141 -4.499
H56 -4.035 -1.999 -3.024
H57 -0.991 -3.491 0.491
H58 5.587 -3.806 0.326
H59 8.682 -1.934 -5.793
H60 9.119 -3.494 -6.424
H61 8.309 -0.587 -2.378
H62 0.584 1.497 1.120
H63 -0.960 4.003 3.207
H64 10.039 -2.427 -2.383
H65 -6.815 6.476 3.643
H66 1.978 -1.365 2.755
H67 3.692 1.143 3.293
H68 3.112 3.761 3.660
H69 -6.295 4.646 5.200
H70 3.822 -8.915 1.133
H71 -7.510 4.353 1.600
H72 -5.105 -0.248 1.092
H73 0.699 -0.993 3.908
H74 -3.969 6.648 1.787
H75 8.649 -4.358 -2.857
H76 2.210 4.552 2.391
H77 -4.101 0.026 -3.699
H78 2.396 -0.750 4.338
H79 -3.253 0.003 -1.159
H80 -8.130 5.330 3.650
H81 3.695 -4.552 3.338
H82 7.653 0.138 -4.440
H83 -7.286 -0.127 -5.358

---

Computed, not measured: C5H9NO in the gas phase, with ωB97M-V/def2-TZVPD.

Its energy above the lowest of the compared OMol25 structures with the same formula, charge and spin is 0.7681 eV. Its gap between HOMO and LUMO is 0.3848 Ha. As for the SMILES: CC1(C)CNC1=O. For the energy, the calculation gives -325.909326 Ha.

Cartesian coordinates (Å):
O1 -0.048 -1.178 -2.186
N1 -1.573 0.224 -1.043
C1 -0.424 -0.477 -1.277
C2 1.504 0.702 -0.019
C3 -1.098 0.870 0.179
C4 0.172 -0.030 0.076
C5 0.209 -1.220 1.044
H1 -1.731 0.704 1.056
H2 1.795 1.100 0.961
H3 0.561 -2.105 0.507
H4 -2.389 0.377 -1.618
H5 1.464 1.539 -0.727
H6 0.881 -1.029 1.889
H7 -0.897 1.942 0.058
H8 -0.792 -1.434 1.437
H9 2.290 0.018 -0.354

---

Computed, not measured: a 2-piece molecular cluster, C3H8NO overall in a non-equilibrium geometry, with ωB97M-V/def2-TZVPD.

Its energy above the lowest of the compared OMol25 structures with the same formula, charge and spin is 0.2296 eV. Its gap between HOMO and LUMO (alpha / beta) is 0.4110 / 0.3980 Ha. The total charge is +2. Its expectation value of S² is 0.7540. The multiplicity is 2. For the energy, the calculation gives -248.300384 Ha.

Cartesian coordinates (Å):
O1 0.818 -1.054 -0.228
N1 -0.115 1.391 -1.145
C1 0.753 -1.357 1.032
C2 -1.185 1.072 -1.763
C3 0.193 -0.560 2.030
H1 -1.578 0.101 -1.507
H2 0.354 0.765 -0.473
H3 1.401 -2.168 1.389
H4 0.207 2.354 -1.251
H5 0.630 -0.510 3.023
H6 -0.772 -0.086 1.883
H7 -1.825 1.839 -2.191
H8 1.120 -1.789 -0.798

---

Computed, not measured: a 4-piece molecular cluster, C6H20O4 overall, with ωB97M-V/def2-TZVPD.

Its energy above the lowest of the compared OMol25 structures with the same formula, charge and spin is 0.7550 eV. Its gap between HOMO and LUMO is 0.3892 Ha. As for the SMILES: CCO.CCO.CCO.O. For the energy, the calculation gives -541.526962 Ha.

Cartesian coordinates (Å):
O1 -0.401 -1.219 -0.326
O2 0.232 2.384 -0.445
O3 -2.373 -0.486 -2.657
O4 -0.211 -0.861 2.539
C1 -1.447 0.539 -2.968
C2 0.848 -1.765 2.811
C3 0.279 2.229 0.986
C4 1.679 2.317 1.545
C5 0.413 -3.229 2.856
C6 -0.615 0.203 -4.199
H1 -1.261 0.045 -5.068
H2 2.309 1.507 1.175
H3 -0.774 0.687 -2.126
H4 0.127 0.969 -4.412
H5 -3.211 -0.301 -3.088
H6 -0.515 -1.018 1.636
H7 -1.943 1.503 -3.122
H8 -0.775 -1.418 -1.191
H9 1.634 2.198 2.632
H10 1.310 -3.854 2.898
H11 2.169 3.268 1.329
H12 -0.152 -3.485 1.960
H13 1.667 -1.652 2.091
H14 1.255 -1.464 3.780
H15 -0.119 1.246 1.224
H16 0.775 3.150 -0.655
H17 -0.183 -3.462 3.737
H18 -0.265 -0.265 -0.337
H19 -0.095 -0.750 -4.060
H20 -0.356 2.985 1.455

---

Computed, not measured: C8H11N5 in the gas phase in a non-equilibrium geometry, with ωB97M-V/def2-TZVPD.

Its energy above the lowest of the compared OMol25 structures with the same formula, charge and spin is 3.1838 eV. Its gap between HOMO and LUMO is 0.2776 Ha. As for the SMILES: CCC[C@@]1(N)N=CN=C2N=CN=C21. For the energy, the calculation gives -585.114155 Ha.

Cartesian coordinates (Å):
N1 2.482 -0.506 2.081
N2 0.594 -2.468 -0.038
N3 1.320 0.293 -1.170
N4 2.023 -2.863 1.632
N5 1.236 1.131 0.860
C1 1.924 -1.446 1.433
C2 0.902 -1.302 0.492
C3 0.611 0.071 0.039
C4 2.191 0.829 1.700
C5 -1.501 1.554 -0.764
C6 -0.908 0.149 -0.329
C7 -2.970 1.660 -1.008
C8 1.196 -3.433 0.789
H1 -3.486 1.313 -0.134
H2 -1.557 -0.193 0.542
H3 -1.446 2.255 0.083
H4 -3.283 0.899 -1.662
H5 -3.359 2.615 -1.285
H6 1.142 -0.403 -1.859
H7 -1.187 -0.434 -1.185
H8 -0.898 1.939 -1.588
H9 1.235 1.215 -1.536
H10 2.640 1.642 2.188
H11 1.099 -4.517 0.719

---

Computed, not measured: a 2-piece molecular cluster, C5H11NO2 overall in a non-equilibrium geometry, with ωB97M-V/def2-TZVPD.

Its energy above the lowest of the compared OMol25 structures with the same formula, charge and spin is 1.7152 eV. Its gap between HOMO and LUMO (alpha / beta) is 0.1022 / 0.2417 Ha. The total charge is -1. Its expectation value of S² is 0.7569. The multiplicity is 2. For the energy, the calculation gives -402.262576 Ha.

Cartesian coordinates (Å):
O1 1.494 4.372 -1.399
O2 2.700 -1.450 -0.834
N1 -2.015 1.220 -0.809
C1 1.154 -1.943 0.958
C2 -1.769 0.058 -0.073
C3 -0.352 -1.584 1.168
C4 1.519 -1.680 -0.470
C5 -0.655 -0.219 0.640
H1 -0.594 -1.684 2.239
H2 1.373 -2.942 1.358
H3 -0.084 0.580 1.106
H4 0.697 -1.448 -1.173
H5 -2.379 -0.789 -0.385
H6 -1.392 1.957 -0.554
H7 1.499 3.576 -1.949
H8 1.698 -1.231 1.606
H9 0.846 4.227 -0.730
H10 -0.912 -2.385 0.674
H11 -2.827 1.366 -1.371

---

Computed, not measured: a 4-piece molecular cluster, C21H28I2N2O15S3 overall in a non-equilibrium geometry, with ωB97M-V/def2-TZVPD.

Its gap between HOMO and LUMO is 0.2918 Ha. As for the SMILES: CC(=O)OCCc1nc2c(O)cccc2nc1[C@H](I)[C@@H](C)I.O=S1(=O)OCCO1.O=S1(=O)OCCO1.O=S1(=O)OCCO1. For the energy, the calculation gives -3844.947703 Ha.

Cartesian coordinates (Å):
I1 -3.449 0.948 1.466
I2 -0.780 3.674 -1.955
S1 4.280 -3.188 -4.753
S2 2.876 -3.433 4.251
S3 -7.511 4.219 -0.337
O1 -6.668 5.214 0.232
O2 5.084 -4.330 -5.030
O3 2.840 -3.694 -4.224
O4 4.796 -2.533 -3.368
O5 -7.731 2.954 0.275
O6 -8.949 4.881 -0.658
O7 4.229 -2.623 3.910
O8 1.759 -2.660 3.806
O9 2.962 -3.325 5.859
O10 3.066 -4.792 3.881
O11 2.907 1.704 -0.445
O12 2.213 -2.762 1.099
O13 4.070 -2.149 -5.701
O14 3.958 1.413 1.596
O15 -7.046 3.970 -1.865
N1 -1.542 -0.288 -1.111
N2 0.996 -0.241 0.559
C1 1.069 -2.699 0.304
C2 0.771 2.212 0.834
C3 -9.058 5.143 -2.059
C4 -3.945 3.526 -0.046
C5 -0.693 -4.000 -1.042
C6 0.239 0.845 0.235
C7 -0.816 -1.427 -0.808
C8 4.280 -2.913 6.231
C9 -2.648 2.710 0.410
C10 -1.893 2.140 -0.878
C11 4.573 -0.132 -0.131
C12 2.828 -3.659 -2.793
C13 0.396 -1.372 0.016
C14 3.781 1.108 0.439
C15 -8.179 4.100 -2.726
C16 2.112 2.721 0.172
C17 3.722 -2.495 -2.424
C18 0.549 -3.968 -0.199
C19 -1.029 0.851 -0.575
C20 4.741 -2.016 5.098
C21 -1.345 -2.735 -1.324
H1 1.948 -2.416 1.984
H2 -2.723 1.845 -1.583
H3 2.683 3.366 0.904
H4 4.808 0.023 -1.221
H5 -2.292 -2.751 -1.926
H6 1.815 3.435 -0.653
H7 5.538 -0.258 0.419
H8 0.010 3.028 0.799
H9 3.967 -1.074 -0.025
H10 4.308 -1.016 5.184
H11 4.905 -3.807 6.307
H12 -8.686 6.153 -2.248
H13 -1.111 -4.969 -1.405
H14 1.813 -3.537 -2.420
H15 -8.682 3.131 -2.774
H16 5.826 -1.937 5.049
H17 3.239 -4.604 -2.428
H18 4.105 -2.577 -1.408
H19 -4.701 3.454 0.791
H20 -2.006 3.344 1.067
H21 1.005 2.003 1.921
H22 -7.869 4.396 -3.727
H23 3.200 -1.542 -2.539
H24 -10.096 5.074 -2.380
H25 4.267 -2.399 7.190
H26 1.093 -4.907 0.066
H27 -3.724 4.608 -0.235
H28 -4.455 3.036 -0.928

---

Computed, not measured: C6H8N4 in the gas phase in a non-equilibrium geometry, with ωB97M-V/def2-TZVPD.

Its energy above the lowest of the compared OMol25 structures with the same formula, charge and spin is 5.6534 eV. Its gap between HOMO and LUMO (alpha / beta) is 0.2396 / 0.2657 Ha. For the energy, the calculation gives -452.253919 Ha.

Cartesian coordinates (Å):
N1 -0.864 -1.712 0.886
N2 -1.255 -0.609 1.454
N3 1.849 -0.361 -1.070
N4 0.347 1.797 -0.704
C1 -2.600 -0.646 2.113
C2 0.652 -0.578 -0.543
C3 1.544 1.990 -1.088
C4 2.300 0.768 -1.674
C5 -0.201 0.555 -0.643
C6 0.191 -1.727 0.143
H1 -2.473 -1.222 3.068
H2 3.342 0.971 -1.353
H3 2.122 2.831 -0.858
H4 2.292 0.891 -2.807
H5 -3.494 -1.174 1.613
H6 0.462 -2.718 -0.061
H7 -1.221 0.514 -0.872
H8 -2.992 0.432 2.395

---

Computed, not measured: C2H5NP2 in the gas phase in a non-equilibrium geometry, with ωB97M-V/def2-TZVPD.

Its energy above the lowest of the compared OMol25 structures with the same formula, charge and spin is 0.9189 eV. Its gap between HOMO and LUMO (alpha / beta) is 0.2439 / 0.2636 Ha. Its expectation value of S² is 2.0186. The multiplicity is 3. For the energy, the calculation gives -816.480181 Ha.

Cartesian coordinates (Å):
P1 0.321 -0.676 0.779
P2 2.382 -2.124 -1.455
N1 -0.615 0.507 0.459
C1 -1.584 1.106 1.316
C2 1.316 -0.897 -1.119
H1 -1.356 2.172 1.409
H2 2.701 -1.694 -2.770
H3 -1.650 0.669 2.318
H4 1.044 -0.081 -1.771
H5 -2.560 1.020 0.835

---

Computed, not measured: a 2-piece molecular cluster, C2H6ClOP overall in a non-equilibrium geometry, with ωB97M-V/def2-TZVPD.

Its energy above the lowest of the compared OMol25 structures with the same formula, charge and spin is 4.4358 eV. Its gap between HOMO and LUMO (alpha / beta) is 0.2052 / 0.2045 Ha. For the energy, the calculation gives -956.473489 Ha.

Cartesian coordinates (Å):
Cl1 -3.079 0.035 -0.539
P1 0.546 -0.619 -0.854
O1 0.283 0.521 0.159
C1 -0.462 1.680 -0.213
C2 1.191 -1.793 0.386
H1 2.289 -1.819 0.379
H2 0.568 -2.639 0.366
H3 1.137 -1.439 1.334
H4 -1.591 1.498 -0.181
H5 -0.346 2.578 0.481
H6 -0.537 1.998 -1.318